No. 1
DFT (ωB97M-V/def2-TZVPD) results for a structure of composition C40H39Cl3KN2OS4SbSe.

Positions of all 92 atoms, in Å:
C  4.526  -4.766  1.337
H  4.711  -4.182  2.232
C  -2.043  2.038  -3.171
Cl  1.722  3.913  1.129
C  -2.584  1.523  -2.004
C  1.253  0.720  -1.954
C  6.466  0.457  -0.483
C  -6.742  0.304  0.144
C  -3.393  0.385  -2.015
C  -3.656  -0.306  -3.186
H  -1.181  2.620  0.777
H  8.077  0.239  -1.890
H  -2.300  4.495  -1.397
H  6.767  1.450  -0.167
C  -1.921  4.328  -0.384
S  -0.171  -5.362  -0.838
H  -4.137  -1.878  -0.733
C  -4.570  -0.986  -0.274
H  -3.425  5.678  0.358
C  2.004  4.034  3.805
C  1.211  -2.056  -1.846
C  1.477  3.314  2.756
H  -1.862  3.981  2.387
N  -3.758  0.146  -0.703
H  -1.539  5.676  2.024
C  0.607  1.711  4.258
H  -1.926  1.733  -5.283
C  -7.023  -0.086  1.589
Cl  2.477  4.482  6.443
H  2.452  0.635  -0.181
H  -0.567  2.693  -0.845
H  -3.742  3.991  0.723
C  4.776  -6.813  0.102
C  0.552  -1.387  -2.868
C  -2.948  4.742  0.668
C  5.024  -6.057  1.238
N  -2.455  1.914  -0.687
C  -1.458  2.888  -0.243
H  1.113  -3.132  -1.768
H  0.047  0.513  -3.716
H  -6.096  -0.249  2.137
H  2.556  4.945  3.618
H  7.371  -2.040  -2.581
C  4.937  -1.405  -0.300
S  0.715  -3.627  1.425
H  -6.109  -0.608  -1.716
C  1.118  2.401  5.331
C  -2.318  4.910  2.043
C  -3.193  1.084  0.101
C  1.925  -1.330  -0.901
C  7.200  -0.221  -1.448
Sb  3.115  -2.251  0.572
H  -1.407  2.912  -3.161
H  -1.031  4.959  -0.277
C  5.681  -2.075  -1.262
H  -6.550  -1.753  -0.472
H  2.887  -4.610  -1.626
H  -4.235  -1.219  -3.183
H  -3.058  5.197  2.792
C  5.348  -0.134  0.088
C  1.819  3.575  5.096
C  3.515  -4.988  -0.831
H  1.252  1.805  -1.969
H  -7.620  -1.002  1.633
C  0.736  2.103  2.886
H  3.796  -6.872  -1.806
S  3.144  -1.253  2.612
H  -7.679  0.559  -0.360
Se  -3.354  1.205  1.927
H  -0.016  -1.958  -3.592
H  0.975  2.026  6.334
H  -3.296  -0.303  -5.291
H  4.796  0.385  0.864
C  -2.336  1.367  -4.349
H  5.394  -3.076  -1.573
C  -0.430  -3.990  0.104
K  -0.259  -0.825  1.667
O  0.243  1.451  1.932
Cl  -0.267  0.221  4.586
H  -4.411  -1.081  0.800
H  5.597  -6.470  2.060
C  3.773  -4.229  0.301
C  6.806  -1.494  -1.834
H  5.157  -7.824  0.028
H  -6.128  1.210  0.127
H  -7.573  0.696  2.116
C  4.019  -6.277  -0.929
C  -3.117  0.211  -4.356
C  -6.036  -0.801  -0.640
C  1.938  0.060  -0.946
S  -1.735  -2.908  -0.182
C  0.578  -0.004  -2.928

Calculated values
2S+1   1
Largest force on an atom   0.96 eV/Å
E   -7947.5210 Ha
Total charge   -2
Kohn-Sham gap   5.282 eV
ΔE to the lowest compared entry with this formula, charge and spin   64.10 kJ/mol

No. 2
DFT (ωB97M-V/def2-TZVPD) results for an isolated molecule of C6H6N2S3 in a non-equilibrium geometry.

Positions of all 17 atoms, in Å:
H  1.854  -0.199  1.145
H  0.729  -2.400  1.550
C  0.054  -1.438  1.487
C  0.795  -0.067  1.133
S  0.629  3.342  -2.895
N  0.257  2.209  -1.859
H  -0.479  -1.264  2.492
H  -2.169  -1.405  -1.270
C  -0.642  0.034  -0.969
H  0.509  0.655  1.915
C  0.287  0.432  -0.121
C  -1.026  -1.715  0.560
S  -0.980  0.957  -2.397
S  2.302  2.607  -0.353
H  -1.698  -2.421  1.007
C  -1.310  -1.254  -0.660
N  0.888  1.927  -0.764

Calculated values
2S+1   1
Largest force on an atom   5.44 eV/Å
E   -1536.1203 Ha
Kohn-Sham gap   6.945 eV
ΔE to the lowest compared entry with this formula, charge and spin   179.95 kJ/mol

No. 3
DFT (ωB97M-V/def2-TZVPD) results for a cluster of 3 separate species, C3H7O2S2 in total in a non-equilibrium geometry.

Positions of all 14 atoms, in Å:
H  0.282  -0.047  1.672
H  -1.387  0.098  0.982
S  5.487  1.007  0.920
C  1.095  -1.007  -0.874
C  -0.414  -0.438  0.945
C  0.149  -0.187  -0.433
H  -0.180  0.645  -1.140
H  1.433  -0.995  -1.891
S  -3.579  1.161  -0.419
H  4.639  1.357  -0.176
H  -0.570  -1.495  1.070
O  -3.893  0.770  0.960
O  -4.523  0.887  -1.510
H  1.460  -1.755  -0.106

Calculated values
2S+1   1
Largest force on an atom   2.55 eV/Å
E   -1065.3280 Ha
Total charge   -1
Kohn-Sham gap   2.490 eV
ΔE to the lowest compared entry with this formula, charge and spin   284.09 kJ/mol

No. 4
DFT (ωB97M-V/def2-TZVPD) results for an isolated molecule of C5H9N3 in a non-equilibrium geometry.

Positions of all 17 atoms, in Å:
H  0.849  -0.235  1.626
N  0.578  0.443  -0.325
H  -2.517  -1.759  -0.891
C  0.008  -0.383  0.744
H  -0.204  -2.432  0.104
C  -0.761  -1.562  0.404
H  3.654  1.345  0.519
H  -1.926  0.603  -1.641
C  2.784  0.896  -0.029
H  -2.645  0.241  0.089
H  -1.451  -1.768  1.396
H  -0.903  1.604  0.757
C  -0.611  0.731  0.058
C  -1.748  0.227  -0.588
H  2.810  0.704  -1.016
N  1.537  1.052  0.489
N  -1.501  -1.174  -0.805

Calculated values
2S+1   1
Largest force on an atom   11.06 eV/Å
E   -359.9548 Ha
SMILES string   C=NN1[C@@H]2CNC[C@@H]21
Kohn-Sham gap   9.308 eV
ΔE to the lowest compared entry with this formula, charge and spin   636.59 kJ/mol

No. 5
DFT (ωB97M-V/def2-TZVPD) results for a cluster of 2 separate species, C4H12NO3 in total in a non-equilibrium geometry.

Positions of all 20 atoms, in Å:
C  -1.763  -0.925  0.388
H  2.600  -0.872  -0.700
O  -0.521  1.585  1.449
O  -2.181  -0.694  -0.851
H  -0.134  -1.160  -1.327
C  -0.204  -0.665  0.578
H  3.204  -0.035  0.346
H  -2.266  -0.237  1.142
C  0.041  1.443  -0.890
O  3.258  -0.177  -0.601
H  0.646  0.978  -1.677
H  0.338  -2.394  -0.404
H  1.229  1.032  0.817
H  0.215  -1.115  1.483
H  -0.965  1.310  -1.290
H  -1.420  1.668  1.159
C  0.212  0.810  0.474
H  0.332  2.495  -0.873
N  0.483  -1.404  -0.542
H  -1.947  -2.000  0.704

Calculated values
2S+1   1
Largest force on an atom   1.65 eV/Å
E   -440.0797 Ha
Total charge   -1
Kohn-Sham gap   6.788 eV
ΔE to the lowest compared entry with this formula, charge and spin   74.59 kJ/mol

No. 6
DFT (ωB97M-V/def2-TZVPD) results for a cluster of 2 separate species, C4H13NO2 in total in a non-equilibrium geometry.

Positions of all 20 atoms, in Å:
H  -3.372  0.424  -2.518
H  2.673  0.992  -0.977
H  0.725  -0.558  2.312
H  1.406  1.216  2.406
C  0.251  0.181  -0.012
N  1.572  0.063  0.571
C  2.527  0.966  0.084
H  2.343  2.060  0.353
H  0.329  0.564  -1.096
H  0.058  -1.693  -0.959
H  -0.151  -1.706  0.760
O  -1.829  -1.246  -0.414
C  -0.389  -1.163  -0.119
H  -0.383  1.010  0.567
H  -3.188  0.282  -1.041
H  2.520  -0.358  2.425
O  -3.103  0.991  -1.745
H  -1.912  -1.779  -1.227
H  3.504  0.705  0.604
C  1.595  0.088  1.990

Calculated values
2S+1   1
Largest force on an atom   3.52 eV/Å
E   -365.3714 Ha
SMILES string   CN(C)CCO.O
Kohn-Sham gap   9.290 eV
ΔE to the lowest compared entry with this formula, charge and spin   186.61 kJ/mol

No. 7
DFT (ωB97M-V/def2-TZVPD) results for an isolated molecule of C4H7N3 in a non-equilibrium geometry.

Positions of all 14 atoms, in Å:
H  -0.498  1.091  1.076
H  -0.868  -1.430  -0.360
C  -0.497  -0.005  1.099
H  -1.203  -0.296  1.883
N  -1.050  -0.446  -0.192
N  1.894  0.422  -1.946
C  -0.658  0.333  -1.305
H  1.518  -0.656  0.558
C  0.897  -0.541  1.451
H  -1.054  1.527  -2.712
H  1.408  0.150  2.130
H  0.848  -1.519  1.946
C  0.775  0.383  -1.650
N  -1.512  0.987  -1.976

Calculated values
2S+1   1
Largest force on an atom   1.10 eV/Å
E   -320.8413 Ha
SMILES string   [H]/N=C(\C#N)NCC
Kohn-Sham gap   10.146 eV
ΔE to the lowest compared entry with this formula, charge and spin   110.16 kJ/mol

No. 8
DFT (ωB97M-V/def2-TZVPD) results for a structure of composition C4H4N2O.

Positions of all 11 atoms, in Å:
C  0.306  -0.984  -0.215
N  -0.515  1.313  -0.823
C  0.462  -0.833  1.103
H  0.091  -1.794  -0.899
O  -2.489  0.106  -1.428
H  0.261  1.188  1.600
C  0.609  0.493  -0.380
H  1.506  0.774  -0.938
N  0.854  0.536  1.091
H  0.442  -1.486  1.968
C  -1.521  0.679  -1.116

Calculated values
2S+1   1
Largest force on an atom   0.82 eV/Å
E   -339.5068 Ha
Kohn-Sham gap   9.876 eV
ΔE to the lowest compared entry with this formula, charge and spin   196.62 kJ/mol